(w)
DFT (ωB97M-V/def2-TZVPD) results for the molecule C4H9NS.

Geometry as ORCA input:
```
! RIJCOSX wB97M-V def2-TZVPD def2/J DEFGRID3
* xyz 0 1
H 0.477 0.664 2.138
H -0.771 -0.585 1.978
H 1.620 1.832 0.266
C 0.032 0.088 0.113
H 0.929 -0.999 1.734
C 0.304 -1.614 -1.609
S 1.638 0.779 -0.544
H -0.982 1.957 0.427
C 0.179 -0.227 1.588
N -0.306 -1.249 -0.588
H 1.119 -1.070 -2.092
C -1.097 1.055 -0.179
H 0.012 -2.549 -2.066
H -2.049 0.585 0.068
H -1.105 1.335 -1.233
*
```

**LUMO**: 0.81 eV
**SMILES**: C=NC(C)(C)S

***

(x)
DFT (ωB97M-V/def2-TZVPD) results for the molecule C4H9NS.

Geometry as ORCA input:
```
! RIJCOSX wB97M-V def2-TZVPD def2/J DEFGRID3
* xyz 0 1
H -0.175 -2.827 0.496
H -0.645 1.376 0.905
C -1.017 1.575 -0.013
C -0.453 0.714 -1.181
H -1.056 -1.548 0.954
H -1.115 0.533 -2.046
H -1.479 -2.254 -0.662
C 1.749 -0.157 0.524
H -0.742 2.716 -0.268
H -2.050 1.431 -0.039
H 1.644 -0.926 1.266
S 0.498 -0.661 -0.869
C -0.642 -1.963 0.050
N 2.379 0.835 0.125
H 3.105 1.157 0.759
*
```

**LUMO**: 0.63 eV

***

Most stable: (w). Least stable: (x).

***

(w)
DFT (ωB97M-V/def2-TZVPD) results for the molecule C6H3Cl.

Geometry as ORCA input:
```
! RIJCOSX wB97M-V def2-TZVPD def2/J DEFGRID3
* xyz 0 1
H -0.492 -3.528 0.577
C 0.458 3.598 -0.273
C 0.575 2.374 -0.613
H 0.119 4.643 0.215
C 0.328 -1.571 -0.132
Cl -2.316 -1.883 0.660
C -0.607 -2.422 0.419
C 0.381 1.013 -0.401
C 0.242 -0.228 -0.375
H 1.312 -1.995 -0.075
*
```

**LUMO**: -0.42 eV
**SMILES**: C#CC#C/C=C\Cl

***

(x)
DFT (ωB97M-V/def2-TZVPD) results for the molecule C6H3Cl.

Geometry as ORCA input:
```
! RIJCOSX wB97M-V def2-TZVPD def2/J DEFGRID3
* xyz 0 1
C -0.986 -2.281 -1.762
Cl 0.367 -1.259 1.678
H 1.234 3.324 2.030
C -0.634 -1.259 -1.236
H -1.301 -3.219 -2.221
C 0.634 1.352 1.159
H -0.273 0.876 -1.236
C 0.222 0.091 0.608
C -0.225 -0.040 -0.648
C 0.961 2.416 1.627
*
```

**LUMO**: -0.02 eV
**SMILES**: C#C/C=C(\Cl)C#C

***

Most stable: (x). Least stable: (w).